Entry 1:
This record from the OMol25 dataset describes a structure of composition C8H10F3NSr in a non-equilibrium geometry. The level of theory is wB97M-V/def2-TZVPD.

Output
highest occupied orbital energy: 1.691 eV
HOMO-LUMO gap: 3.748 eV
charge: -2
LUMO energy: 5.4394 eV
DFT total energy: -18932.364 eV
spin multiplicity: 1

```
23
C8H10F3NSr wB97M-V/def2-TZVPD
Sr 0.5205 -0.0831 0.6219
F 0.1503 -1.0435 3.7292
F -1.7309 0.0772 3.4375
F 0.1764 1.1620 3.7043
N -1.2554 -1.4938 0.1087
C 1.0504 1.3270 -1.7764
C -0.3403 1.1390 -1.9599
C -0.3329 -2.4703 -0.3990
C -1.0309 1.8964 -0.9934
C 1.0533 -2.1653 -0.6443
C -0.4049 0.0573 3.0401
C -0.0698 2.5698 -0.1901
C 1.2285 2.2269 -0.6879
H 2.1879 2.5045 -0.2311
H -2.1135 1.9562 -0.8808
H -0.2358 -3.3127 0.3299
H 1.8187 -2.2168 0.1412
H 1.8411 0.8313 -2.3413
H -0.7975 0.5201 -2.7379
H -0.6590 -2.8693 -1.3803
H -0.2802 3.1887 0.6890
H 1.4126 -1.8755 -1.6422
H -2.1884 -1.9261 0.0629
```



Entry 2:
This record from the OMol25 dataset describes a structure of composition C10H38BO22Y in a non-equilibrium geometry. The level of theory is wB97M-V/def2-TZVPD.

Output
highest occupied orbital energy: -9.334 eV
HOMO-LUMO gap: 6.616 eV
charge: 0
LUMO energy: -2.7175 eV
DFT total energy: -57757.993 eV
spin multiplicity: 1

```
72
C10H38BO22Y wB97M-V/def2-TZVPD
Y -13.8506 5.7797 -5.6203
O -10.8796 -1.5696 -7.5289
O -15.4961 5.0680 -7.2744
O -12.2885 5.0680 -7.5517
O -12.0933 1.1636 -0.8189
O -9.9650 3.2307 -8.2118
O -9.3668 2.5352 -11.1298
O -11.1858 -1.1815 -3.0283
O -8.8379 0.9462 -2.5538
O -13.6505 1.8586 -10.0459
O -11.6113 6.3965 -5.0199
O -13.7515 6.2388 -3.2507
O -9.0652 2.9649 -14.6293
O -10.6226 0.3381 -11.1479
O -16.7880 0.6513 -6.0667
O -14.1004 2.3969 -2.3825
O -8.7138 2.8315 -5.5270
O -10.3404 1.6769 -13.1405
O -7.9611 4.0809 -12.0267
O -9.4356 5.1180 -4.2708
O -12.1697 -0.7155 -9.8400
O -13.0514 3.6782 -4.8484
O -11.8151 2.3805 -11.2910
C -16.3976 3.4916 -8.8882
C -13.0208 1.7103 -6.3905
C -9.4123 2.5430 -13.4958
C -8.7483 3.1661 -12.1492
C -12.2681 2.6223 -5.4187
C -12.5851 1.5952 -10.5480
C -15.7689 4.8797 -8.6340
C -14.7068 5.3205 -9.6164
C -11.5267 1.7493 -4.3604
C -11.7818 0.2222 -10.4676
B -10.5366 1.7359 -11.6722
H -9.5384 2.7734 -6.0096
H -9.2736 3.8356 -8.4806
H -12.0255 -0.8295 -2.7329
H -13.8767 1.2245 -5.9218
H -12.1408 1.1936 -3.6517
H -11.0468 5.6906 -4.7048
H -16.4505 1.4507 -5.6626
H -12.2535 5.0910 -8.5080
H -16.6572 5.4814 -8.8264
H -11.6668 1.8644 -0.3258
H -13.0785 5.7805 -2.7475
H -13.9389 4.5479 -9.6541
H -14.9954 2.0737 -2.4857
H -9.2262 4.2177 -4.5197
H -10.7099 -0.7992 -6.9867
H -11.5999 4.4520 -7.3012
H -17.3514 3.4621 -8.3614
H -11.4940 3.1029 -6.0169
H -10.8229 1.0293 -4.7780
H -14.1062 6.8872 -2.6423
H -11.1958 -1.2136 -8.3593
H -12.6554 1.6189 -1.4457
H -16.5839 3.4955 -9.9622
H -13.8642 2.7301 -3.2482
H -10.9714 2.3915 -3.6768
H -11.3805 -1.5911 -3.8713
H -8.9203 5.2742 -3.4794
H -15.8781 2.5675 -8.6345
H -12.3559 0.9236 -6.7468
H -8.8436 1.4601 -3.3614
H -17.2664 0.9558 -6.8379
H -13.3471 2.2582 -7.2745
H -10.1238 2.6888 -8.9847
H -11.0284 7.1512 -5.1028
H -15.0246 5.4428 -10.6518
H -9.6052 0.3784 -2.6252
H -8.1869 2.1069 -5.8641
H -14.3206 6.3151 -9.3935
```



Entry 3:
This record from the OMol25 dataset describes a structure of composition C2H7N2O5Sn2 in a non-equilibrium geometry. The level of theory is wB97M-V/def2-TZVPD.

Output
highest occupied orbital energy: -23.876 eV
HOMO-LUMO gap: 9.383 eV
charge: +3
LUMO energy: -14.4938 eV
DFT total energy: -27027.083 eV
spin multiplicity: 1
ΔE to the lowest compared entry with this formula, charge and spin: 57.98 kJ/mol

```
18
C2H7N2O5Sn2 wB97M-V/def2-TZVPD
Sn 5.7738 20.4801 -15.2577
Sn 7.4427 21.1626 -12.4922
O 6.3899 20.2082 -11.0532
O 4.1430 17.1308 -14.6093
O 4.7285 19.3433 -9.9938
O 4.3413 19.2791 -14.7413
O 5.5082 20.7667 -13.1489
N 5.5838 19.2787 -10.8283
N 3.9121 18.2851 -14.2561
C 3.2177 18.3125 -12.9496
C 5.6783 18.2149 -11.7755
H 3.7483 17.5584 -12.3683
H 2.1346 18.2702 -13.0652
H 3.3444 19.3526 -12.6495
H 6.7031 18.0232 -12.0937
H 5.2371 17.2890 -11.4066
H 5.1578 18.5886 -12.6573
H 4.7369 20.5903 -12.5757
```



Entry 4:
This record from the OMol25 dataset describes a cluster of 2 separate species, H3S3 in total in a non-equilibrium geometry. The level of theory is wB97M-V/def2-TZVPD.

Output
highest occupied orbital energy: -3.263 eV
HOMO-LUMO gap: 6.504 eV
charge: -1
LUMO energy: 3.2407 eV
DFT total energy: -32555.469 eV
spin multiplicity: 1
ΔE to the lowest compared entry with this formula, charge and spin: 35.63 kJ/mol

```
6
H3S3 wB97M-V/def2-TZVPD
S 0.6386 1.8401 -1.5152
S 0.8081 0.9242 0.3523
S -1.0559 -1.7959 0.8204
H -0.5727 -1.6985 2.0737
H 0.5109 0.7010 -2.2770
H -0.3291 0.0291 0.5458
```